[1]
17
Properties=species:S:1:pos:R:3:forces:R:3 method="wB97M-V/def2-TZVPD" lumo_ev=-4.2658 largest_force_ev_per_a=1.460 e_above_lowest_kcal_mol=60.5 homo_lumo_gap_ev=9.10 charge=+1
C -1.94756 -1.67981 -0.06226 0.10 0.61 -0.49
C -1.19610 -1.29408 0.96383 -0.77 -0.24 0.91
C -0.49805 0.01651 1.23851 0.51 -0.49 -0.93
C 0.08329 0.68671 -0.00865 -0.63 0.51 1.22
N 0.94350 1.88171 0.46226 -0.07 -0.70 -1.04
C 0.95776 -0.24738 -0.85243 -0.19 -0.16 0.24
O 1.40297 0.08402 -1.90726 0.18 0.24 -0.04
H -1.78482 -1.38727 -1.09506 -0.21 0.65 0.08
H -2.87277 -2.21580 0.10024 0.56 -1.05 0.01
H -1.30598 -1.86919 1.88203 -0.43 0.32 0.10
H 0.24868 -0.13249 2.02440 0.13 0.09 -0.07
H -1.29264 0.65955 1.61916 0.14 0.08 0.31
H -0.75682 1.13686 -0.53670 0.28 -0.25 -0.62
H 1.24152 1.68120 1.41739 0.28 0.40 -0.05
H 1.72805 1.93618 -0.19340 0.36 0.10 0.27
H 0.47830 2.78555 0.38636 -0.26 -0.05 0.33
H 1.13559 -1.22874 -0.37941 0.03 -0.07 -0.22

---

[2]
17
Properties=species:S:1:pos:R:3:forces:R:3 method="wB97M-V/def2-TZVPD" lumo_ev=-4.4252 largest_force_ev_per_a=3.828 e_above_lowest_kcal_mol=133.7 homo_lumo_gap_ev=7.72 charge=+1
C 2.93574 -0.75470 -0.04412 1.23 -0.55 2.56
C -1.64266 -0.74514 -1.09197 -2.24 0.46 -2.26
C -0.46331 -0.49921 -0.26481 1.37 0.84 0.37
C 2.55111 0.40012 -0.64537 -2.14 -0.62 -2.77
C -0.56015 0.48800 0.87950 -2.00 -2.79 1.14
N -1.44004 -1.59302 0.08374 0.16 -1.42 1.34
O 3.21677 -1.49975 0.76754 -0.54 0.13 -1.50
H -2.56777 -0.14017 -1.06100 0.63 -0.09 0.31
H -1.66582 -1.31456 -2.13720 0.61 1.07 2.49
H 2.50687 0.35094 -1.76733 0.43 0.08 1.01
H 3.07900 1.24603 -0.24013 -0.06 0.41 0.27
H 1.23733 0.13212 -0.55740 0.21 -0.38 0.41
H -0.37908 1.41210 0.53517 1.05 3.54 -1.03
H 0.11757 0.19768 1.67729 0.34 0.15 -0.01
H -1.56209 0.56670 1.38106 0.38 -0.20 -0.49
H -1.89778 -1.59404 1.04147 0.22 0.54 -1.94
H -1.19810 -2.50858 -0.20173 0.34 -1.17 0.09

---

[3]
18
Properties=species:S:1:pos:R:3:forces:R:3 method="wB97M-V/def2-TZVPD" lumo_ev=4.1077 largest_force_ev_per_a=2.037 e_above_lowest_kcal_mol=20.3 homo_lumo_gap_ev=8.40 charge=-1
N 1.77867 1.58440 2.87330 -0.07 0.22 -0.07
C 1.21546 0.89289 1.74752 1.20 0.91 -1.12
O 0.59050 -0.14895 1.97972 -0.26 -0.38 0.53
O 1.45519 1.42499 0.60789 -0.27 -0.27 1.24
H 1.95412 0.97901 3.67023 0.10 0.39 -0.34
H 2.47124 2.29642 2.62657 -0.36 -0.76 0.26
C -0.68040 -0.92396 -1.70839 0.81 -0.58 -0.43
C -0.88621 -0.15981 -0.65149 -1.05 1.16 1.21
C -2.32577 0.20393 -0.21297 0.50 -0.13 -0.07
C 0.75042 -1.41868 -2.01206 0.03 0.64 -0.69
H -1.54890 -1.23383 -2.36654 1.13 0.11 0.75
H -0.06163 0.28098 0.01417 -1.18 -0.98 -1.34
H -2.41814 -0.01923 0.86432 -0.01 0.00 -0.37
H -2.50819 1.29197 -0.30422 0.01 -0.44 -0.09
H -3.11291 -0.37317 -0.76712 0.68 0.54 0.34
H 1.50807 -1.08521 -1.21903 -1.25 -0.31 -1.21
H 1.05873 -1.07945 -3.05122 -0.03 -0.14 1.16
H 0.75975 -2.51229 -2.09068 0.05 0.02 0.24

---

[4]
18
Properties=species:S:1:pos:R:3:forces:R:3 method="wB97M-V/def2-TZVPD" lumo_ev=3.5206 largest_force_ev_per_a=0.801 e_above_lowest_kcal_mol=49.9 homo_lumo_gap_ev=6.07 charge=-1
O -1.66743 -2.72530 0.70909 0.11 -0.11 0.11
C -1.20301 -2.22482 -0.29952 -0.31 -0.30 -0.05
N -0.36974 -1.17931 -0.35365 -0.33 -0.04 -0.20
C -0.14197 -0.43034 -1.58788 0.03 -0.13 0.20
C 0.06031 1.03829 -1.29563 0.19 0.36 0.29
C 1.16338 1.34781 -0.26252 0.12 -0.12 -0.67
C 0.70072 1.52669 1.20620 0.25 0.72 0.26
O 1.52630 2.26500 1.95290 0.04 -0.28 -0.11
H -1.46342 -2.64664 -1.29326 0.09 0.19 -0.02
H -0.17399 -0.72924 0.53438 0.18 0.20 0.03
H 0.74439 -0.81533 -2.09594 0.06 -0.07 -0.08
H -1.00726 -0.56220 -2.24487 0.08 -0.11 -0.03
H -0.87165 1.47487 -0.91751 -0.05 -0.07 -0.08
H 0.28219 1.53639 -2.24437 -0.03 -0.04 -0.03
H 1.96169 0.60720 -0.32001 0.05 -0.42 0.08
H 1.68226 2.24927 -0.57264 -0.16 0.51 0.21
H -0.33245 1.98258 1.12753 -0.06 -0.30 0.00
H 0.55498 0.47993 1.61398 -0.23 0.00 0.07

---

[5]
18
Properties=species:S:1:pos:R:3:forces:R:3 method="wB97M-V/def2-TZVPD" lumo_ev=0.7679 largest_force_ev_per_a=3.457 e_above_lowest_kcal_mol=180.1 homo_lumo_gap_ev=3.09 charge=-1
C 1.79986 1.68941 0.31471 0.27 0.27 0.10
N 2.05549 3.04034 -0.02565 0.06 0.18 0.30
C -1.44588 -0.30249 -0.76775 -0.11 -0.09 -0.24
C -0.34696 -1.10180 -0.50181 0.88 -0.76 -2.01
C 0.13902 -1.36053 1.11824 0.83 0.88 3.24
O 1.22539 -2.00569 1.25835 -0.41 -0.43 -0.64
C -2.72071 -0.87233 -1.13966 -0.05 -0.09 -0.47
O -2.91809 -2.03458 -1.46913 -0.01 -0.13 0.41
H 0.73687 1.41042 0.08213 -0.03 -0.20 0.12
H 2.41237 1.00617 -0.28918 -0.14 -0.26 -0.19
H 1.99697 1.40473 1.35766 -0.14 -0.02 0.03
H -1.35492 0.76439 -0.91651 0.06 0.16 0.28
H 2.32283 3.52019 0.83937 -0.13 0.00 -0.25
H 0.62160 -0.80718 -0.90836 -0.12 0.64 0.41
H -0.45423 -2.15208 -0.75054 -0.58 -0.15 -0.04
H -0.76719 -1.75028 1.63466 -0.11 -0.37 -0.46
H 0.24410 -0.28989 1.44643 -0.16 0.11 -0.74
H -3.54653 -0.15881 -1.28298 -0.12 0.27 0.16

---

[6]
18
Properties=species:S:1:pos:R:3:forces:R:3 method="wB97M-V/def2-TZVPD" lumo_ev=3.6218 largest_force_ev_per_a=1.706 e_above_lowest_kcal_mol=21.4 homo_lumo_gap_ev=7.43 charge=-1
C 3.28518 -0.38949 -0.13709 0.92 -0.71 1.25
N 2.11333 -0.55763 -0.93503 -0.27 0.77 0.01
C 0.84459 -0.33942 -0.20063 0.07 -0.38 -1.08
C -0.20640 0.19703 -1.17267 -0.49 -0.28 -0.80
C -1.65140 -0.02825 -0.69086 0.30 0.24 0.92
C -1.78612 0.38591 0.84049 -0.02 -0.55 -0.92
O -1.95050 1.61181 1.00692 0.06 0.01 0.34
O -1.68355 -0.55008 1.66698 -0.02 0.33 0.06
H 3.33698 0.60115 0.31846 -0.17 0.22 -0.36
H 3.38304 -1.05670 0.75069 -0.40 -0.09 -0.15
H 4.24042 -0.56735 -0.64085 -0.27 0.19 -0.55
H 2.07841 -1.41125 -1.47712 0.15 0.04 0.27
H 0.49298 -1.27338 0.23754 -0.15 -0.07 0.19
H 0.99040 0.35039 0.62485 0.14 0.14 0.02
H 0.01537 1.21815 -1.47512 -0.06 0.40 0.56
H -0.10308 -0.30776 -2.15190 0.16 -0.29 0.34
H -2.39666 0.57184 -1.21308 0.22 0.01 -0.34
H -1.86423 -1.09074 -0.83901 -0.17 0.01 0.23

---

[7]
18
Properties=species:S:1:pos:R:3:forces:R:3 method="wB97M-V/def2-TZVPD" lumo_ev=-0.5603 largest_force_ev_per_a=7.537 e_above_lowest_kcal_mol=226.1 homo_lumo_gap_ev=2.41 charge=-1
C 0.90056 -0.12677 -3.28133 1.71 -2.35 -1.62
C 1.73862 -1.04742 -4.06140 -1.46 0.29 -1.83
N -0.06205 1.32676 1.77767 -1.95 -2.08 1.12
C 0.93942 0.63783 2.57239 3.90 -0.86 0.05
C -1.42756 0.76977 1.91450 3.99 2.15 2.78
C -1.84304 -0.18911 0.83753 -3.97 -4.81 -4.24
O -3.09691 -0.68643 1.20928 2.63 1.29 -0.34
O 1.51858 -1.48173 -5.30221 1.07 1.31 4.41
H 1.33679 -0.00703 -2.30109 -0.52 0.55 0.31
H -0.10233 0.20614 -3.59858 0.80 -0.14 0.26
H 2.71468 -1.36379 -3.44356 -1.64 0.37 -1.42
H 0.94009 0.64768 3.74439 -0.97 0.14 -1.86
H 1.16461 -0.56152 2.34324 -1.10 2.71 0.17
H 2.08655 1.11138 2.36907 -3.21 -1.06 0.18
H -2.17162 1.52839 1.86934 -0.30 0.88 -0.09
H -1.56589 0.12200 2.78581 0.18 0.47 0.28
H -1.94183 0.16457 -0.24855 0.66 0.50 1.54
H -1.12866 -1.05073 0.81351 0.17 0.66 0.31

---

[8]
18
Properties=species:S:1:pos:R:3:forces:R:3 method="wB97M-V/def2-TZVPD" lumo_ev=3.9298 largest_force_ev_per_a=2.739 e_above_lowest_kcal_mol=21.0 homo_lumo_gap_ev=7.94 charge=-1
C -0.44316 1.78534 0.90752 -0.50 -1.05 -0.48
C 0.80325 1.09108 0.41703 2.04 -0.77 -0.59
N 2.04957 1.79415 0.78798 -1.01 -0.97 0.85
C 0.87221 -0.48105 0.69397 -2.03 1.81 -0.34
C 0.48814 -1.20829 -0.58854 0.74 -0.89 -0.15
C -1.06192 -1.23865 -0.83800 0.67 0.22 0.08
O -1.42284 -0.85100 -1.96860 -0.18 -0.11 -0.08
O -1.74912 -1.59342 0.14214 -0.22 -0.06 0.04
H -0.50695 2.81182 0.54412 0.07 0.06 0.34
H -1.26335 1.21397 0.46372 -0.22 0.18 -0.01
H -0.59723 1.65686 1.98164 0.26 0.43 0.12
H 0.84005 1.09396 -0.67024 -0.46 0.43 -0.21
H 2.00663 2.21945 1.69467 0.50 0.44 -0.18
H 2.66479 2.11631 0.07694 0.08 0.44 -0.01
H -0.00520 -0.69456 1.32690 0.66 -0.32 0.47
H 1.81783 -0.77168 1.12642 0.22 0.02 0.12
H 0.92183 -2.21441 -0.49064 -0.61 -0.25 -0.06
H 0.97973 -0.82806 -1.48848 -0.01 0.37 0.09

---

[9]
18
Properties=species:S:1:pos:R:3:forces:R:3 method="wB97M-V/def2-TZVPD" lumo_ev="0.7579 / -1.8571" multiplicity=2 largest_force_ev_per_a=3.223 e_above_lowest_kcal_mol=11.6 homo_lumo_gap_ev="10.32 / 7.66"
O -1.97768 0.22964 -0.76183 -0.17 0.06 0.13
C -0.76799 0.26816 -0.64331 -0.38 -0.45 0.08
N -0.12110 1.42680 -0.35060 -0.16 0.49 -0.18
C -0.89550 2.72066 -0.33253 1.68 -2.34 1.44
O -1.57108 2.98305 -1.41835 -0.39 0.68 -0.72
C 0.09395 -0.96350 -0.88390 -0.18 0.87 -0.53
C 1.12348 -1.30065 0.18987 -0.82 -0.19 0.11
C 0.46929 -1.90373 1.46424 0.64 0.90 -0.39
H 0.88495 1.40506 -0.38239 -0.03 0.32 -0.05
H -1.53873 2.60134 0.55624 -0.35 0.49 -0.23
H -0.11058 3.44218 -0.05976 -0.41 0.58 -0.24
H -0.60982 -1.76360 -1.09910 0.07 -0.21 0.25
H 0.55824 -0.71804 -1.84875 0.30 -0.25 0.10
H 1.65277 -0.40374 0.51100 0.33 -0.05 -0.39
H 1.79791 -2.01976 -0.27300 0.35 0.15 0.29
H -0.59594 -1.67754 1.49539 -0.12 -0.54 -0.16
H 0.73838 -2.95414 1.50801 -0.53 -0.13 0.33
H 0.86945 -1.37219 2.32878 0.16 -0.37 0.15

---

[10]
18
Properties=species:S:1:pos:R:3:forces:R:3 method="wB97M-V/def2-TZVPD" lumo_ev=-4.6908 largest_force_ev_per_a=4.687 e_above_lowest_kcal_mol=57.0 homo_lumo_gap_ev=10.69 charge=+1
C 1.78487 -1.28654 -0.46081 1.06 -2.60 -1.40
N 1.54909 -0.05053 -0.34624 0.65 -0.53 0.32
C 2.02689 0.72295 0.81371 -4.40 1.60 0.05
C 0.39561 0.44012 -1.01625 -1.71 1.35 -2.11
C -0.79713 -0.26353 -0.27937 -0.82 1.08 0.15
O -0.66757 -1.32509 0.25383 0.19 -0.34 0.12
O -1.87497 0.48910 -0.31193 -0.27 0.49 -0.43
C -3.07842 0.21333 0.46767 -0.41 -0.17 -0.07
H 1.36799 -2.03214 -1.18130 -0.41 1.60 0.22
H 2.60891 -1.80611 -0.00239 0.21 0.55 1.15
H 2.71780 1.43941 0.57454 2.09 1.44 -1.02
H 2.32445 0.14951 1.64505 0.19 -0.94 0.71
H 1.07525 1.40034 1.05575 2.00 -1.64 0.11
H 0.37284 1.57126 -1.11386 -0.14 -1.40 0.90
H 0.32113 0.16630 -2.11270 0.44 -0.30 1.26
H -4.02369 0.32031 -0.15791 1.50 1.20 0.90
H -2.91713 0.65287 1.47521 -0.77 0.57 -1.04
H -3.18592 -0.80155 0.69700 0.60 -1.97 0.17